Computed, not measured: a molecular structure, C22H16Br2INO2PdS, with ωB97M-V/def2-TZVPD.

Summary:
HOMO level in eV: -7.3
LUMO in eV: -0.111
ΔE to the lowest compared entry with this formula, charge and spin in kJ/mol: 0.0
E in a.u.: -7024.96221

Geometry as ORCA input:
```
! RIJCOSX wB97M-V def2-TZVPD def2/J DEFGRID3
* xyz 0 1
Pd -0.11465 1.31962 0.93111
Br -0.15476 6.27129 -0.17748
C 1.29312 5.06505 -0.15073
C 2.57343 5.52976 -0.47745
C 3.65516 4.69484 -0.47088
Br 5.36278 5.38566 -0.92252
C 3.50311 3.33173 -0.13095
C 4.54598 2.38023 -0.08122
C 4.27941 1.08763 0.26992
C 2.95813 0.71873 0.57060
N 1.96823 1.57601 0.52604
C 2.20520 2.87675 0.19103
C 1.05018 3.74168 0.19686
O -0.12125 3.28769 0.51261
H 2.69767 6.57176 -0.73809
H 5.55364 2.69144 -0.32091
H 5.06609 0.34813 0.32038
H 2.70836 -0.29569 0.85861
I -2.37216 2.57086 3.06785
C -2.05617 1.37704 1.32064
H -2.63346 1.83952 0.52242
H -2.44681 0.39228 1.56980
O -0.09301 -0.77860 1.23570
S -0.15568 -1.44751 -0.13798
C -0.27130 -3.17962 0.25713
C -0.31255 -3.58142 1.58115
C -0.38612 -4.93937 1.86198
C -0.41241 -5.86542 0.82909
C -0.35798 -5.44454 -0.49382
C -0.28098 -4.09295 -0.78764
C -1.78817 -1.16841 -0.79064
C -1.87692 -0.26152 -1.83769
C -3.12708 0.07633 -2.33399
C -4.26467 -0.49096 -1.77935
C -4.16385 -1.39309 -0.72630
C -2.92072 -1.73765 -0.22396
H -0.28945 -2.83932 2.36765
H -0.42292 -5.27103 2.89093
H -0.47040 -6.92230 1.05353
H -0.37224 -6.16987 -1.29620
H -0.23812 -3.75243 -1.81561
H -0.97904 0.19188 -2.23975
H -3.21106 0.78795 -3.14393
H -5.23994 -0.22743 -2.16698
H -5.05672 -1.82482 -0.29431
H -2.82988 -2.42990 0.60334
*
```

=====

Computed, not measured: a molecular structure, C22H16Cl2N2O5Tc, with ωB97M-V/def2-TZVPD.

Summary:
HOMO level (spin up / spin down) in eV: -7.7 / -7.4
<S²>: 3.791
LUMO (spin up / spin down) in eV: -0.300 / -0.686
E in a.u.: -2334.56962

Geometry as ORCA input:
```
! RIJCOSX wB97M-V def2-TZVPD def2/J DEFGRID3
* xyz 0 4
Tc -1.15333 -12.66140 11.56482
C -1.11650 -10.19403 16.03020
O 0.05582 -10.56335 15.19343
C 0.22179 -9.68172 14.16018
C 0.63190 -8.38516 14.35778
C 0.78600 -7.62180 13.23012
C 0.78030 -8.27907 11.92290
C 0.19990 -9.56467 11.66253
C 0.12744 -10.25542 10.36998
N -0.44425 -11.44586 10.22758
N -0.61646 -11.84229 8.83700
C -1.08510 -13.04207 8.80313
O -1.38091 -13.79464 9.82834
C -1.38963 -13.59092 7.46878
C -1.16833 -12.91269 6.29125
C -1.70843 -13.37046 5.07920
C -2.50826 -14.54304 5.00994
C -2.66852 -15.12594 6.21218
C -1.98328 -14.83583 7.30431
C -0.30855 -10.13486 12.88855
O -0.55502 -11.50579 12.92946
H -0.77085 -9.77407 16.97187
H -1.64467 -11.15982 16.07597
H -1.84123 -9.62808 15.39472
H 1.26938 -8.33432 15.29255
H 0.85943 -6.59661 13.45177
H 1.20478 -7.70463 11.05750
H 0.35813 -9.66922 9.37716
H -0.55645 -12.00219 6.27147
H -1.86917 -12.71555 4.22905
H -3.21058 -14.74841 4.20067
H -3.52082 -15.77225 6.27933
H -1.99036 -15.52032 8.16848
Cl -3.59955 -17.28274 17.38767
C -3.16347 -17.91397 15.83678
C -1.92544 -18.36205 15.33648
C -1.82088 -19.17133 14.21323
Cl -0.18754 -19.44092 13.83176
C -2.87306 -19.47183 13.44951
O -2.87994 -20.41642 12.37995
C -4.03323 -18.66574 13.68763
C -4.73658 -18.39755 12.43099
O -4.55753 -17.38361 11.86326
C -4.14086 -17.89489 14.80148
H -0.99463 -18.25730 15.91811
H -5.28124 -19.23155 11.95649
H -4.82926 -17.02920 14.84573
H -3.59270 -20.21725 11.70787
*
```

=====

Computed, not measured: a molecular structure, C22H16Cl4N4O3SeTl, with ωB97M-V/def2-TZVPD.

Summary:
HOMO level in eV: -11.5
LUMO in eV: -4.805
E in a.u.: -5707.18821

Geometry as ORCA input:
```
! RIJCOSX wB97M-V def2-TZVPD def2/J DEFGRID3
* xyz 1 1
Tl 0.33223 -1.99618 -0.22999
Cl -7.25667 -0.12367 -0.10008
C -5.81757 -1.01702 0.01514
C -5.92409 -2.49880 0.10781
Cl -7.47985 -3.18121 0.06773
C -4.83905 -3.28601 0.21881
Cl -4.92994 -4.98431 0.33077
C -3.49341 -2.69603 0.25695
O -2.48122 -3.33089 0.38759
C -3.38220 -1.16345 0.09126
O -2.28929 -0.66281 0.02977
C -4.62699 -0.39016 0.02256
Cl -4.46624 1.30858 -0.07745
Se 0.31235 6.29004 0.02144
N 0.28669 5.05034 1.28231
C 0.23642 3.89293 0.67613
C 0.21587 2.61350 1.37446
C 0.21219 2.54017 2.76732
C 0.19527 1.30567 3.37158
C 0.20233 0.17721 2.55826
N 0.21532 0.23001 1.23622
C 0.20448 1.42832 0.63205
C 0.15336 1.47102 -0.84495
N 0.08587 0.30882 -1.51085
C 0.00399 0.32267 -2.83176
C -0.01055 1.49192 -3.58427
C 0.06751 2.69233 -2.91712
C 0.14947 2.69336 -1.52478
C 0.21453 3.93278 -0.76078
N 0.24698 5.12117 -1.30482
H 0.21690 3.45835 3.33961
H 0.18325 1.20357 4.44760
H 0.19010 -0.81263 3.00236
H -0.05207 -0.64445 -3.32136
H -0.08247 1.44846 -4.66184
H 0.06368 3.63869 -3.44215
C 3.29896 -0.78811 -2.17618
C 4.08935 -1.30354 -0.99664
O 3.19936 -1.60723 0.07193
C 3.88969 -2.14550 1.19522
C 2.89101 -2.63700 2.21601
H 3.96510 -0.61176 -3.02037
H 2.79841 0.14847 -1.92722
H 2.54900 -1.52086 -2.48408
H 4.81018 -0.54864 -0.66318
H 4.65056 -2.20349 -1.26878
H 4.53178 -1.37155 1.62867
H 4.53270 -2.96723 0.86363
H 2.22270 -1.82492 2.50792
H 3.41228 -2.98532 3.10723
H 2.30174 -3.46560 1.82030
*
```

=====

Computed, not measured: a molecular structure, C22H16F10N2O11Ru, with ωB97M-V/def2-TZVPD.

Summary:
HOMO level (spin up / spin down) in eV: -3.3 / -5.4
<S²>: 8.786
LUMO (spin up / spin down) in eV: 1.745 / 1.667
ΔE to the lowest compared entry with this formula, charge and spin in kJ/mol: 115.5
E in a.u.: -2878.57840

Geometry as ORCA input:
```
! RIJCOSX wB97M-V def2-TZVPD def2/J DEFGRID3
* xyz -1 6
Ru -0.27026 -1.51574 -0.89725
O 1.74498 -4.81247 -2.27510
C 1.26658 -4.20184 -1.20313
O 0.31458 -3.39858 -1.28837
C 1.85470 -4.82346 0.06035
O 1.67810 -4.08222 1.28897
C 0.29649 -4.05190 1.67138
C -0.31015 -2.64240 2.06318
O -0.39166 -2.41171 3.27018
O -0.71401 -1.70556 1.23029
H 1.33287 -4.35811 -3.08106
H 2.95268 -4.88608 -0.12934
H 1.48862 -5.87581 0.13633
H 0.13683 -4.64322 2.58361
H -0.38466 -4.43821 0.90856
C 1.21626 2.18593 4.85479
C 0.10920 2.76400 3.95884
C -0.15073 4.27865 4.06095
C -1.43197 4.69517 3.29467
C -1.53564 3.96832 2.01534
C -2.55742 4.23682 1.10024
C -2.62338 3.69268 -0.17346
F -3.60040 4.17406 -0.94655
C -1.75434 2.73198 -0.59775
C -0.80869 2.26946 0.35962
C -0.02909 1.11031 0.13686
O -0.38544 0.53918 -0.99412
C 1.01296 0.67573 1.02337
C 1.15504 1.43377 2.16763
N 0.26603 2.38948 2.57104
C -0.69924 2.88715 1.65213
C 1.95836 -0.44147 0.61294
O 3.06855 -0.66359 1.08221
O 1.53127 -1.30537 -0.30253
H 1.14370 2.54019 5.89793
H 2.26079 2.41507 4.53486
H 1.03283 1.08876 4.89001
H -0.82862 2.26349 4.30048
H 0.77218 4.80655 3.74055
H -0.22023 4.57760 5.15186
H -1.56048 5.78527 3.11219
H -2.30913 4.48340 3.92069
H -3.36113 4.94761 1.39478
H -1.71431 2.32371 -1.59497
H 2.02291 1.28172 2.77437
O -2.60844 -2.87491 -1.39524
N -2.21302 -1.69219 -1.03795
O -2.64210 -0.63626 -1.56699
F 0.13163 0.48244 -5.79966
C -0.25837 0.24805 -4.53137
F 0.19803 1.28158 -3.80994
F -1.61628 0.31559 -4.52941
C 0.29727 -1.12857 -4.07503
O 0.38121 -1.33481 -2.71684
C -0.59238 -2.18413 -4.79803
F -0.09847 -3.44018 -4.71714
F -0.60842 -1.95570 -6.13978
F -1.83960 -2.19040 -4.35202
C 1.76278 -1.26752 -4.60716
F 2.37354 -2.42352 -4.18836
F 1.87522 -1.27861 -5.94506
F 2.48184 -0.20911 -4.12759
*
```